Record 1
DFT (the ωB97M-V functional and the def2-TZVPD basis) results for C4H12N2 in the gas phase.

```
18
Properties=species:S:1:pos:R:3:nbo_charge:R:1
C 0.6565 -0.4374 -0.3212 -0.056
H 0.6810 -1.0455 -1.2180 0.184
C -0.6978 0.3135 -0.3375 -0.043
N -0.7477 1.1355 0.8898 -0.861
H -1.8610 -1.2632 -1.2602 0.213
N 0.6819 -1.3277 0.8392 -0.846
H -0.1029 1.9426 0.8025 0.361
H -1.8491 -1.2862 0.5444 0.231
H 1.7924 1.2657 -1.2129 0.208
C 1.8356 0.5411 -0.3760 -0.634
H 2.7592 -0.0247 -0.5306 0.209
C -1.8830 -0.6533 -0.3561 -0.619
H -2.8581 -0.1170 -0.3658 0.199
H -0.7598 0.9300 -1.2691 0.164
H 0.4957 -0.8052 1.6800 0.372
H 1.5936 -1.7675 0.9296 0.354
H 1.9684 1.0935 0.5758 0.204
H -1.7046 1.5057 0.9863 0.361
```

Properties
molecular weight	88.2	g/mol
charge	0
structure (SMILES)	C[C@@H](N)[C@@H](C)N
LUMO level	1.088	eV
orbital gap	10.11	eV
E_tot	-7322.97112	eV
energy above the lowest of the compared OMol25 structures with the same formula, charge and spin	5.6	kJ/mol


Record 2
DFT (the ωB97M-V functional and the def2-TZVPD basis) results for C23H36FeHgN5O10 as an isolated structure.

```
76
Properties=species:S:1:pos:R:3:mulliken_spin:R:1
H -1.4397 0.9510 0.3186 0.001
H -0.2816 1.6896 -2.0321 0.000
C 1.5849 3.4237 -2.6870 0.000
C 3.0215 -2.2704 1.3643 -0.011
O 0.0958 0.0527 3.1715 0.122
H -2.1377 -1.3529 -1.1034 0.000
O -1.2456 3.9461 -4.8102 0.000
H -4.0826 -6.6167 3.8582 0.000
C 3.8332 3.9672 -0.0722 0.002
H -1.9173 -3.2526 2.5622 0.006
H -0.6717 -2.2883 -2.6445 0.000
C -3.5679 -6.1222 3.0477 0.000
H 2.2666 -5.4187 0.6648 0.000
H -2.5823 -6.6507 -0.1290 0.000
O -1.9838 1.9006 2.1223 0.122
O -1.0773 -4.8677 -0.9629 0.000
H 4.6399 3.3272 -0.3981 0.000
C -2.8562 -0.2107 -4.1664 0.000
H 3.1674 7.1247 -0.7783 0.000
O 0.7718 7.7694 0.0486 0.000
O -1.0833 -3.0749 0.1482 0.002
C -1.0035 1.3559 1.2318 -0.026
H -4.0174 -7.6932 1.7193 0.000
H -2.3982 0.7551 -4.3797 0.000
C 1.9781 5.9188 0.5275 0.000
C -0.6845 2.6452 -2.3676 0.000
N -2.2574 -0.9429 -3.0584 0.000
H -0.8971 -1.9116 -4.3252 0.000
O 0.8504 -4.8375 2.4870 -0.001
H -0.7556 3.1862 -1.4240 -0.001
N 2.2217 -3.4391 1.4269 -0.003
O -3.7901 -0.2992 -1.5784 0.000
C -2.7845 -0.8727 -1.8539 0.000
C 3.9326 5.1755 -0.7217 0.000
C 2.9902 6.1395 -0.3729 0.000
Fe -1.9239 0.7467 3.8677 3.805
H -2.8446 -0.7919 -5.0885 0.000
C -0.1452 3.9454 -4.3864 0.000
C -2.3569 -4.2108 2.3278 -0.001
C -3.0500 -4.8997 3.2954 -0.001
H -0.1827 -0.6800 -3.2076 0.000
C -0.9189 -1.4750 -3.3267 0.000
C -0.0128 0.1506 1.7023 -0.006
N 1.0246 6.9563 0.8904 0.000
C 2.4763 -4.4076 0.3155 0.001
H 3.0547 -1.6005 2.2235 0.013
Hg 1.2398 0.5075 5.1473 0.811
N 0.2385 3.3005 -3.2506 0.000
H 3.4863 -4.3150 -0.0838 0.000
C 1.3058 -3.6979 2.3688 -0.029
H -3.2137 -4.4858 4.2793 0.000
H -0.5563 -0.7699 1.4889 0.026
H -0.3508 2.1699 0.9165 0.002
H 4.0139 -2.7202 1.3352 0.001
H 2.9271 2.7324 1.4071 0.004
N -1.4264 -4.2529 0.0141 0.000
H 2.9043 -1.6788 0.4563 0.000
H 1.1383 -2.8587 3.0615 0.031
O 0.6704 7.0772 2.0929 0.000
C -2.1158 -4.9215 1.0729 -0.001
H 2.2312 3.8856 -3.4334 0.000
H -1.6181 2.6235 -2.9297 0.000
H 0.9281 0.0934 1.1550 0.008
H -3.9003 0.0077 -3.9423 0.000
C -3.4469 -6.7843 1.8412 0.000
H 4.7421 5.4360 -1.3874 0.000
H 1.0422 4.4523 1.7997 -0.001
C 1.8616 4.6820 1.1347 -0.002
H 1.5127 4.0672 -1.8102 0.000
H 2.0396 2.5540 -2.2127 0.000
H 0.6211 4.5486 -4.8975 0.000
H -0.4233 2.4106 4.5762 -0.007
C -2.7798 -6.1145 0.7874 0.000
O -0.7387 1.7400 5.2129 0.134
H 1.8481 -4.3257 -0.5715 0.000
C 2.8597 3.6965 0.9250 -0.002
```

Properties
molecular weight	799.0	g/mol
charge	0
2S+1	6
LUMO level (alpha / beta)	-1.162 / -2.701	eV
orbital gap (alpha / beta)	7.62 / 6.10	eV
E_tot	-90911.52158	eV